This record from the OMol25 dataset describes a structure of composition CH23LiO11. The level of theory is ωB97M-V/def2-TZVPD.

Each line ends with the natural charge from an NBO analysis.
Geometry (Å):
Li -5.947 17.086 41.418  0.930
C -4.481 14.930 41.353  -0.223
O -4.544 15.878 40.356  -1.033
H -4.945 14.087 40.776  0.160
H -5.104 15.392 42.229  0.106
H -3.466 14.543 41.720  0.136
O -7.541 13.459 42.995  -0.944
H -7.326 13.822 42.157  0.473
H -7.294 12.598 42.704  0.477
O -1.972 13.828 39.219  -0.932
H -1.109 14.249 39.384  0.472
H -2.516 14.247 39.867  0.461
O -6.784 14.555 39.062  -1.029
H -6.931 13.685 38.640  0.500
H -5.859 14.884 39.219  0.532
O -2.574 16.268 43.504  -0.959
H -3.018 15.594 44.061  0.479
H -2.780 17.137 43.838  0.483
O -7.758 16.056 41.173  -1.032
H -8.903 16.360 41.215  0.503
H -7.696 15.573 40.355  0.524
O -2.251 17.092 40.570  -1.030
H -3.140 16.550 40.454  0.498
H -1.719 16.833 41.243  0.459
O -1.856 12.763 42.670  -0.949
H -2.398 13.163 41.950  0.470
H -1.221 13.547 43.069  0.479
O -7.282 16.046 44.530  -0.944
H -7.460 15.292 43.936  0.505
H -7.901 16.672 44.125  0.455
O -5.587 17.758 43.344  -0.956
H -6.055 17.175 43.753  0.478
H -6.069 18.625 43.394  0.482
O -4.551 16.910 37.878  -0.990
H -3.480 17.201 37.795  0.462
H -4.344 16.477 38.811  0.498

The value obtained for the HOMO-LUMO gap is 8.18 eV. The calculation puts the relative energy (zero: lowest compared OMol25 entry of this formula, charge and spin) at 105.60 kJ/mol. Its HOMO energy is -9.1141 eV.

This record from the OMol25 dataset describes a cluster of 10 separate species, CH23N3O9 in total. The level of theory is ωB97M-V/def2-TZVPD.

Each line ends with the natural charge from an NBO analysis.
Geometry (Å):
N -0.397 -1.910 -0.313  -0.885
C 0.239 -1.029 -1.010  0.606
N -0.110 -0.132 -1.978  -0.858
N 1.587 -0.947 -0.681  -0.834
H -1.330 -2.219 -0.497  0.330
H -1.057 -0.201 -2.321  0.404
H 0.562 0.331 -2.569  0.431
H 2.019 -0.035 -0.662  0.383
H 1.751 -1.443 0.187  0.416
O 1.439 -1.969 2.023  -0.972
H 0.611 -2.346 1.680  0.500
H 1.173 -1.569 2.859  0.478
O 2.707 0.735 3.220  -0.941
H 1.832 0.997 3.534  0.474
H 2.509 0.151 2.479  0.468
O -3.453 -1.029 -0.321  -0.956
H -3.549 -0.500 -1.120  0.491
H -3.212 -1.923 -0.568  0.476
O 2.410 1.672 -2.377  -0.992
H 3.322 1.529 -2.642  0.490
H 2.256 2.583 -2.094  0.505
O -2.993 -0.204 2.167  -0.987
H -2.617 -0.344 1.286  0.495
H -3.869 -0.602 2.161  0.484
O -0.466 0.802 2.086  -0.984
H -1.329 1.081 2.413  0.507
H -0.484 -0.125 1.825  0.492
O -2.120 -2.229 -2.963  -0.973
H -1.722 -2.231 -3.839  0.489
H -1.624 -2.788 -2.353  0.484
O 2.476 3.362 0.160  -0.969
H 1.520 3.540 0.186  0.500
H 2.552 2.412 0.053  0.461
O -0.115 2.604 -0.045  -0.988
H -0.092 1.885 -0.698  0.474
H -0.426 2.091 0.730  0.499

The value obtained for the HOMO-LUMO gap is 9.65 eV. The calculation puts the relative energy (zero: lowest compared OMol25 entry of this formula, charge and spin) at 77.26 kJ/mol. Its HOMO energy is -9.6431 eV.

This record from the OMol25 dataset describes a structure of composition CH25O15Sn. The level of theory is ωB97M-V/def2-TZVPD.

Each line ends with the natural charge from an NBO analysis.
Geometry (Å):
Sn -2.890 -1.776 0.940  1.729
C 0.029 -0.815 0.171  1.000
O -0.783 -1.471 -0.540  -0.888
O 1.146 -0.210 -0.428  -0.693
O -0.237 -0.582 1.357  -0.791
H 0.961 -0.164 -1.352  0.524
O 0.383 -0.879 4.044  -0.938
H 0.977 -1.563 4.240  0.487
H 0.658 -0.782 3.145  0.487
O 2.942 -0.014 -2.819  -0.924
H 2.623 -0.899 -2.876  0.445
H 2.155 0.516 -2.872  0.476
O -2.636 1.115 0.982  -0.982
H -2.060 1.718 0.480  0.515
H -2.751 1.477 1.833  0.496
O 0.027 1.753 2.965  -0.884
H -0.074 1.220 2.244  0.456
H -0.894 1.773 3.197  0.426
O -2.014 1.503 -2.221  -0.933
H -2.209 0.951 -1.443  0.451
H -2.759 2.099 -2.222  0.504
O -1.957 -1.479 -3.302  -0.932
H -2.291 -2.360 -3.374  0.476
H -1.707 -1.439 -2.391  0.458
O 0.038 -3.847 -1.275  -0.946
H -0.229 -2.933 -1.262  0.467
H 0.909 -3.765 -0.874  0.466
O -2.243 -0.785 3.271  -1.034
H -2.525 0.003 3.775  0.518
H -1.285 -0.923 3.340  0.544
O 2.946 -0.845 2.333  -0.902
H 3.592 -1.460 2.086  0.467
H 2.345 -1.145 1.704  0.438
O 0.327 0.469 -2.976  -0.991
H 0.221 -0.213 -3.654  0.513
H -0.545 0.712 -2.704  0.499
O 2.706 1.834 0.578  -0.939
H 1.992 1.252 0.359  0.463
H 2.366 2.550 1.173  0.468
O 1.135 3.309 -2.110  -0.921
H 1.004 3.553 -1.237  0.461
H 0.603 2.539 -2.295  0.461

Its charge is +1. The value obtained for the HOMO-LUMO gap is 5.38 eV. The calculation puts the relative energy (zero: lowest compared OMol25 entry of this formula, charge and spin) at 113.55 kJ/mol. Its HOMO energy is -12.6836 eV.

This record from the OMol25 dataset describes a cluster of 13 separate species, CH27NO14 in total. The level of theory is ωB97M-V/def2-TZVPD.

Each line ends with the natural charge from an NBO analysis.
Geometry (Å):
N 21.465 12.359 33.787  -0.818
H 20.605 12.115 33.453  0.456
H 22.264 11.715 33.207  0.473
H 21.475 12.022 34.767  0.437
H 21.559 13.206 33.577  0.430
C 19.976 13.005 30.831  1.000
O 21.115 13.543 31.052  -0.839
O 19.636 12.610 29.660  -0.732
O 19.101 12.924 31.707  -0.820
H 20.170 12.711 28.887  0.523
O 21.754 15.089 28.946  -1.038
H 21.275 14.495 29.707  0.488
H 21.562 14.681 28.093  0.485
O 19.117 10.489 32.709  -0.969
H 18.856 11.163 32.256  0.475
H 18.499 9.675 32.578  0.484
O 17.306 12.516 34.491  -0.914
H 17.716 12.920 33.749  0.464
H 16.892 11.938 33.812  0.450
O 22.954 15.489 32.151  -0.941
H 23.467 15.235 31.328  0.485
H 23.668 15.346 32.831  0.464
O 17.867 10.714 28.234  -0.942
H 18.426 9.961 28.554  0.463
H 18.293 11.467 28.580  0.476
O 23.852 12.563 31.268  -0.972
H 23.073 13.123 30.860  0.520
H 24.308 13.147 31.829  0.448
O 22.372 10.485 29.088  -0.885
H 22.924 9.797 28.838  0.464
H 21.689 10.435 28.717  0.422
O 17.826 15.343 30.304  -1.003
H 17.610 14.465 30.057  0.480
H 18.605 15.594 30.773  0.507
O 20.202 16.420 31.420  -1.006
H 20.425 16.429 30.397  0.500
H 20.922 15.797 31.828  0.513
O 19.371 14.608 33.707  -1.022
H 19.340 15.466 33.726  0.474
H 19.104 14.056 32.930  0.507
O 20.641 13.648 26.748  -0.962
H 21.101 13.283 26.022  0.485
H 19.727 13.751 26.501  0.491

The value obtained for the HOMO-LUMO gap is 9.59 eV. The calculation puts the relative energy (zero: lowest compared OMol25 entry of this formula, charge and spin) at 631.75 kJ/mol. Its HOMO energy is -9.9117 eV.